69
Properties=species:S:1:pos:R:3 method="wB97M-V/def2-TZVPD" relative_energy_kcal_mol=0.0 lumo_energy_ev=0.588 total_charge=0 homo_lumo_gap_ha=0.3290
C -4.04436 2.01757 -0.62177
C -3.75582 0.61653 -0.16147
C -4.98695 0.19949 0.66925
C -3.32829 -0.44501 -1.27675
C -4.43084 -1.28110 -1.90152
C -2.58322 0.18714 -2.44147
O -2.41876 -1.32530 -0.58126
B -2.30858 -0.70435 0.64548
C -2.04133 -1.45156 1.94992
C -2.02608 -0.73441 3.15919
C -2.01769 -1.43378 4.36093
C -2.05331 -2.83435 4.34437
C -2.00367 -3.54775 3.13945
C -2.00877 -2.85608 1.93296
C 1.82029 -0.27169 -0.04309
C 1.18399 -0.94050 1.19373
C 1.33570 1.17760 -0.14482
C 1.17153 1.69329 -1.43260
C 0.96993 3.05645 -1.61736
C 0.76305 3.87985 -0.50629
C 0.64817 3.29481 0.75607
C 0.95337 1.94515 0.96085
O -2.60629 0.65214 0.69840
H -4.94979 1.98738 -1.23710
H -4.24370 2.63295 0.26166
H -3.22050 2.46577 -1.18183
H -5.87962 0.35270 0.04150
H -4.95023 -0.83720 1.03709
H -5.05071 0.86279 1.54862
H -5.14703 -0.60341 -2.38963
H -3.98028 -1.93045 -2.66722
H -4.94554 -1.91668 -1.17450
H -3.27907 0.79766 -3.03220
H -1.73300 0.80299 -2.12121
H -2.21123 -0.61437 -3.09288
H -2.02969 0.35337 3.14292
H -2.03146 -0.88137 5.29664
H -2.17518 -3.37258 5.27310
H -2.01415 -4.63361 3.12495
H -1.99659 -3.38035 0.98235
H 1.40912 -0.77710 -0.92897
H 0.94392 -1.98793 0.99312
H 1.83751 -0.83453 2.08541
H 0.21757 -0.45692 1.39364
H 1.30794 1.02505 -2.29519
H 1.00066 3.46776 -2.62220
H 0.68102 4.96046 -0.63641
H 0.32191 3.89820 1.59447
H 0.89878 1.52689 1.97902
C 4.30075 1.49792 -3.85753
C 4.10144 0.11953 -3.83247
C 3.88205 -0.52625 -2.61266
C 3.87198 0.21249 -1.44241
C 3.31090 -0.44672 -0.15492
S 4.07722 0.31715 1.29011
C 4.77397 -1.15384 2.04162
C 4.24884 -2.43478 1.41921
S 3.55473 -2.22506 -0.22090
C 4.25101 1.54885 -1.43943
C 4.39063 2.21471 -2.66436
H 4.42711 2.00616 -4.81070
H 4.11564 -0.47127 -4.74112
H 3.70239 -1.60704 -2.58721
H 5.85799 -1.08575 1.90885
H 4.57541 -1.10501 3.11954
H 5.08249 -3.12175 1.24246
H 3.50221 -2.92024 2.05696
H 4.38879 2.09670 -0.50315
H 4.57175 3.28259 -2.66924

---

73
Properties=species:S:1:pos:R:3 method="wB97M-V/def2-TZVPD" smiles="CCO[C@@H]1OC(C(=O)N2CCN(Cc3ccccc3)CC2)=C[C@H](c2ccc(C(F)(F)F)cc2)[C@H]1CCCO" relative_energy_kcal_mol=0.4 lumo_energy_ev=0.557 total_charge=0 homo_lumo_gap_ha=0.3404
C 1.99271 5.52139 -2.47888
C 0.80929 4.57189 -2.41074
O 1.30570 3.26083 -2.16534
C 0.35046 2.26758 -2.20634
O -0.54130 2.47119 -1.11412
C -1.40360 1.44118 -0.87830
C -2.58004 1.77350 0.00463
O -3.71933 1.65033 -0.40369
N -2.28081 2.19188 1.25342
C -0.98160 2.06901 1.86918
C -0.94778 0.78942 2.70952
N -1.98637 0.86032 3.71851
C -1.90837 -0.21343 4.70393
C -2.08862 -1.59890 4.13084
C -0.99632 -2.32491 3.66923
C -1.16788 -3.56775 3.08499
C -2.43880 -4.09950 2.94921
C -3.53323 -3.38983 3.41235
C -3.35813 -2.14944 4.00033
C -3.29489 0.99008 3.10119
C -3.33555 2.25692 2.24321
C -1.26812 0.22190 -1.39001
C -0.06859 -0.19567 -2.19300
C 0.47109 -1.49462 -1.64908
C 0.72280 -1.61655 -0.28571
C 1.23127 -2.78679 0.23855
C 1.48866 -3.85971 -0.60665
C 2.06378 -5.11756 -0.02567
F 1.51652 -5.43173 1.16221
F 1.90502 -6.18963 -0.81269
F 3.39056 -5.00962 0.19968
C 1.24506 -3.75513 -1.96798
C 0.73624 -2.57462 -2.48045
C 1.02424 0.89071 -2.12615
C 2.05703 0.68851 -3.23738
C 3.43215 1.26172 -2.90307
C 4.44151 0.94031 -4.00655
O 4.62444 -0.44357 -4.19496
H 2.54525 5.49046 -1.54428
H 2.65945 5.23044 -3.28616
H 1.64160 6.53423 -2.65340
H 0.12286 4.86261 -1.60687
H 0.25288 4.57490 -3.35970
H -0.24944 2.33359 -3.13913
H -0.19757 2.06256 1.11492
H -0.83433 2.93288 2.52424
H 0.01893 0.70396 3.21141
H -1.08066 -0.08017 2.03936
H -0.92990 -0.13298 5.18648
H -2.67867 -0.01570 5.45414
H -0.00094 -1.91740 3.78256
H -0.31259 -4.12945 2.73989
H -2.57263 -5.06796 2.49113
H -4.52651 -3.80380 3.31855
H -4.21602 -1.60655 4.37125
H -4.04490 1.06124 3.89150
H -3.53759 0.12636 2.45838
H -4.29047 2.33331 1.72241
H -3.17652 3.13941 2.86790
H -2.01698 -0.52530 -1.18555
H -0.36019 -0.34117 -3.24031
H 0.51288 -0.78512 0.37039
H 1.42582 -2.87482 1.29622
H 1.44774 -4.59132 -2.61917
H 0.54198 -2.49847 -3.53979
H 1.52297 0.84072 -1.15305
H 1.69075 1.14521 -4.15914
H 2.17313 -0.38238 -3.41973
H 3.36438 2.34032 -2.77382
H 3.78355 0.82816 -1.96204
H 4.08362 1.31652 -4.96746
H 5.40220 1.42550 -3.78041
H 4.92671 -0.82951 -3.36496

---

73
Properties=species:S:1:pos:R:3 method="wB97M-V/def2-TZVPD" relative_energy_kcal_mol=0.0 lumo_energy_ev=-2.636 total_charge=+1 homo_lumo_gap_ha=0.3091
V 1.04442 -1.35818 1.18149
N 2.07445 -1.87205 -0.66734
C 3.48412 -2.11684 -0.33419
C 4.01264 -0.84020 0.30530
N 2.99429 -0.26134 1.21730
C 3.42562 -0.06595 2.62761
C 2.38456 -0.68273 3.54658
N 1.08782 -0.23138 3.01169
H 1.60728 -2.70207 -1.02614
H 1.98992 -1.15597 -1.38220
H 4.08172 -2.37967 -1.20909
H 3.51983 -2.95605 0.36245
H 4.25205 -0.10672 -0.46794
H 4.93356 -1.04010 0.85038
H 2.67875 0.63997 0.83435
H 3.50873 1.00410 2.83309
H 4.40672 -0.50713 2.79106
H 2.54443 -0.42800 4.59498
H 2.40948 -1.77643 3.47908
H 1.05563 0.78508 2.94057
H 0.30121 -0.52636 3.58271
N 1.47903 2.07664 0.04352
C 1.03748 2.97643 1.04094
C 1.74508 4.14527 1.30783
C 1.34024 4.98300 2.33496
C 0.23360 4.66881 3.11312
C -0.47727 3.50970 2.84170
C -0.08316 2.66615 1.81049
H 1.85108 2.54233 -0.77522
H 0.73380 1.44583 -0.23447
H 2.61224 4.39756 0.70828
H 1.89585 5.89147 2.52791
H -0.07762 5.32798 3.91152
H -1.35755 3.26477 3.42279
H -0.66218 1.77842 1.57337
O 0.94159 -3.43818 1.07779
N 0.06207 -3.61459 1.96737
O -0.30460 -2.51263 2.41481
C -0.18002 -0.77482 0.33106
Ge -1.41625 -0.67708 -1.19065
C -3.20763 -0.64284 -0.45992
C -3.40956 -0.53305 0.91385
C -4.69413 -0.49799 1.44072
C -5.78902 -0.57492 0.59293
C -5.60022 -0.68950 -0.77810
C -4.31658 -0.72499 -1.30143
C -1.05887 -2.31242 -2.17807
C -1.52261 -3.48454 -1.57427
C -1.23359 -4.72968 -2.11173
C -0.46831 -4.82531 -3.26631
C -0.00494 -3.67219 -3.88204
C -0.29762 -2.42586 -3.34076
C -0.99547 1.04095 -2.02583
C -0.12013 1.26504 -3.08815
C 0.16136 2.55477 -3.52213
C -0.43235 3.64577 -2.90256
C -1.31533 3.44241 -1.85077
C -1.59198 2.15253 -1.42194
H -2.55583 -0.48743 1.58276
H -4.83882 -0.41655 2.51021
H -6.79150 -0.55059 0.99967
H -6.45427 -0.75338 -1.43951
H -4.18722 -0.81904 -2.37437
H -2.12467 -3.42902 -0.67266
H -1.60623 -5.62397 -1.62985
H -0.24152 -5.79490 -3.68973
H 0.57622 -3.73879 -4.79293
H 0.05630 -1.54640 -3.86341
H 0.35928 0.43938 -3.59883
H 0.83788 2.70565 -4.35371
H -0.21749 4.64882 -3.24746
H -1.79357 4.28494 -1.36834
H -2.29220 2.01412 -0.60420